[1]
A structure of composition C44H38AsN11O5OsS2 in a non-equilibrium geometry. Source: the OMol25 dataset; level of theory: ωB97M-V/def2-TZVPD.

Structure (ORCA input):
```
! RIJCOSX wB97M-V def2-TZVPD def2/J DEFGRID3
* xyz 2 5
Os -0.28832 -0.99971 0.53208
O -1.44522 -0.31580 -2.66413
S -2.43233 -1.19271 -2.09152
O -2.67042 -2.41985 -2.78606
N -1.95702 -1.59795 -0.49442
C -2.77411 -2.50532 0.12353
C -3.97259 -3.01410 -0.37577
C -4.67157 -4.02301 0.28828
C -4.20312 -4.55357 1.46263
C -3.02452 -4.03743 2.04050
C -2.50341 -4.53592 3.25057
C -1.39727 -3.93017 3.78525
C -0.80799 -2.85140 3.11630
N -1.21882 -2.39457 1.94087
C -2.32788 -2.97801 1.39809
C -3.93584 -0.24025 -1.94827
C -5.09783 -0.68347 -2.55200
C -6.22516 0.12121 -2.51480
C -6.17009 1.35032 -1.87679
C -4.99759 1.78356 -1.27289
C -3.86459 0.98502 -1.31371
H -4.33594 -2.67944 -1.32663
H -5.58030 -4.39877 -0.15643
H -4.71792 -5.36406 1.95525
H -2.98154 -5.38008 3.72489
H -0.95803 -4.26483 4.71109
H 0.06734 -2.39009 3.54641
H -5.10298 -1.63424 -3.06186
H -7.13650 -0.20504 -2.99095
H -7.04392 1.98298 -1.86288
H -4.96419 2.74581 -0.78487
H -2.91652 1.28421 -0.89030
N 1.72377 2.30304 7.33672
C 1.87372 1.49097 6.26672
C 0.76201 1.09218 5.50188
C 0.92898 0.33868 4.36066
C 2.20522 -0.02872 3.95991
C 3.31732 0.33094 4.71199
C 3.15464 1.07428 5.85797
S 2.39646 -0.87479 2.40085
O 3.77288 -0.86488 2.02169
O 1.70670 -2.14682 2.36907
N 1.47607 0.00284 1.32633
C 2.09777 1.16730 1.06885
N 2.76766 1.71218 2.09650
C 3.51358 2.77340 1.90650
C 3.62158 3.37542 0.65948
C 2.86196 2.79182 -0.34091
N 2.11287 1.72169 -0.14879
H 0.81327 2.51920 7.70099
H 2.51002 2.48381 7.93695
H -0.22678 1.37703 5.82906
H 0.08274 0.04091 3.75676
H 4.29561 0.02889 4.37226
H 4.01110 1.35265 6.45091
H 4.03303 3.14860 2.77904
H 4.25113 4.22872 0.48276
H 2.85085 3.18081 -1.35258
N -1.50497 3.82321 3.06198
N -1.83204 2.61136 2.59715
N -3.07038 2.24263 2.39342
C -2.92558 1.03586 1.87030
N -1.63657 0.70893 1.77056
N -0.95320 1.72734 2.23218
H -2.25571 4.26295 3.57852
H -0.58365 3.86301 3.47757
H -3.73853 0.40796 1.57729
O 0.31913 -0.06477 -1.02637
As 1.22271 0.01371 -2.40373
C 1.07556 -1.26678 -3.88487
C 0.14593 -2.26984 -4.07496
C 0.08096 -2.90330 -5.30827
C 0.96529 -2.57339 -6.32039
C 1.96257 -1.63917 -6.08762
C 2.01515 -0.98120 -4.87256
C 3.02773 -0.44713 -1.77836
C 4.19961 0.26854 -1.95988
C 5.37242 -0.20757 -1.38908
C 5.37407 -1.39433 -0.67448
C 4.20518 -2.12082 -0.51737
C 3.02935 -1.63813 -1.06419
C 0.84689 1.80563 -3.08583
C 1.14463 2.23088 -4.37374
C 0.89794 3.54928 -4.73513
C 0.37467 4.44233 -3.81416
C 0.03816 4.00139 -2.54388
C 0.25073 2.68153 -2.18718
H -0.55531 -2.55057 -3.30470
H -0.68570 -3.64115 -5.48122
H 0.88487 -3.04834 -7.28634
H 2.68058 -1.40268 -6.85647
H 2.79805 -0.25608 -4.65177
H 4.19904 1.18836 -2.53262
H 6.28833 0.35098 -1.51062
H 6.28987 -1.75391 -0.23306
H 4.20444 -3.04371 0.04194
H 2.09783 -2.19036 -0.92409
H 1.54499 1.53308 -5.09741
H 1.13504 3.88487 -5.73243
H 0.21648 5.47608 -4.08274
H -0.38253 4.68785 -1.82299
H -0.02196 2.31202 -1.20544
*
```

Frontier orbital gap (alpha / beta) in eV: 7.34 / 3.64
<S²>: 6.041
E_HOMO (alpha / beta) in Ha: -0.449 / -0.453
E in eV: -157830.853
LUMO level (alpha / beta) in eV: -4.8795 / -8.6970



[2]
A structure of composition C14H29AuN3P2. Source: the OMol25 dataset; level of theory: ωB97M-V/def2-TZVPD.

Structure (ORCA input):
```
! RIJCOSX wB97M-V def2-TZVPD def2/J DEFGRID3
* xyz 3 1
Au 1.06145 -0.35543 0.40307
N 1.65970 1.11562 -1.28926
C 1.75021 0.16987 -2.43936
C 2.78294 -0.89705 -2.14670
N 2.60813 -1.42507 -0.74691
C 2.57259 -2.91848 -0.54394
C 1.42743 -3.29868 0.37403
N 1.36221 -2.34972 1.52455
H 0.95929 1.83105 -1.46525
H 2.54023 1.60025 -1.12706
H 1.98045 0.70422 -3.36059
H 0.76767 -0.28802 -2.55618
H 3.79280 -0.49492 -2.23351
H 2.70702 -1.71235 -2.86257
H 3.41390 -1.09482 -0.22488
H 3.52839 -3.22777 -0.12094
H 2.47594 -3.41606 -1.50627
H 1.52908 -4.32408 0.72704
H 0.47721 -3.22251 -0.16002
H 2.20580 -2.37576 2.09434
H 0.60248 -2.60633 2.14834
C -1.77354 -1.29116 -2.02219
P -1.43053 -0.62183 -0.38846
C -2.36427 -1.63846 0.76831
C -1.95499 1.08383 -0.29828
C -2.99542 1.57775 -1.07433
C -3.43172 2.89224 -0.89641
C -2.83528 3.70425 0.05553
C -1.78132 3.21986 0.82865
C -1.33531 1.91491 0.64990
P -0.00119 1.26092 1.64321
C -0.55925 0.74154 3.25997
C 1.26893 2.49950 1.90164
H -1.39967 -0.64286 -2.81204
H -2.85663 -1.39875 -2.13282
H -1.33119 -2.28224 -2.12097
H -3.42898 -1.44780 0.61131
H -2.11631 -1.41423 1.80157
H -2.17107 -2.69443 0.57205
H -3.48318 0.95820 -1.81718
H -4.23961 3.27642 -1.50516
H -3.17954 4.72053 0.19562
H -1.32089 3.88107 1.55441
H -0.98551 1.63038 3.73501
H 0.27394 0.38593 3.86751
H -1.32959 -0.02276 3.20557
H 0.83168 3.29763 2.50829
H 1.62065 2.92226 0.96316
H 2.10487 2.07330 2.45821
*
```

Frontier orbital gap (alpha / beta) in eV: 6.19 / 6.07
E_HOMO (alpha / beta) in Ha: -0.669 / -0.671
Energy above the lowest of the compared OMol25 structures with the same formula, charge and spin in kJ/mol: 69.1
E in eV: -41702.095
LUMO level (alpha / beta) in eV: -12.0229 / -12.1880



[3]
A cluster of 4 separate species, C29H23F7N2O2S in total in a non-equilibrium geometry. Source: the OMol25 dataset; level of theory: ωB97M-V/def2-TZVPD.

Structure (ORCA input):
```
! RIJCOSX wB97M-V def2-TZVPD def2/J DEFGRID3
* xyz 0 1
O -0.54080 4.88991 0.24463
S -1.21063 3.52248 0.16818
O -0.46458 2.73670 -0.87659
C -1.01794 2.78296 1.86575
C -0.89762 1.23884 1.99787
N -0.76223 0.51165 3.21750
C -0.75781 1.43573 4.31950
C -0.65128 0.80722 5.77226
C -0.62902 1.63677 7.07223
C -0.71920 3.20593 6.93129
C -0.80979 3.85358 5.53418
C -0.83586 2.98101 4.21305
N -0.96587 3.68397 2.97009
C -2.99619 3.86624 -0.29233
F -3.03754 3.83493 -1.73233
F -3.40564 5.18914 0.08255
C -4.04621 2.75795 0.20960
F -3.45377 1.44995 0.18543
F -5.08492 2.71218 -0.79134
C -4.78323 3.09255 1.59669
F -3.94916 3.66021 2.58474
F -5.29699 1.87374 2.11790
F -5.82913 4.03685 1.33281
H -0.95028 0.62034 1.02498
H -0.58017 -0.34003 5.87626
H -0.56973 1.09061 8.08436
H -0.73518 3.83954 7.87637
H -0.88866 5.00021 5.46881
C -1.76054 -1.64354 -2.28953
C -0.98638 -2.79641 -2.37703
C -0.78379 -3.58680 -1.24954
C -1.35212 -3.22209 -0.03247
C -2.11891 -2.06409 0.05731
C -2.32461 -1.27553 -1.07117
H -1.92372 -1.03103 -3.16995
H -0.54074 -3.08004 -3.32522
H -0.18267 -4.48756 -1.31927
H -1.19636 -3.83947 0.84585
H -2.55758 -1.77601 1.00787
H -2.92374 -0.37487 -1.00192
C 3.96345 0.40153 -0.91127
C 5.05036 1.24052 -0.68438
C 4.85535 2.61173 -0.54774
C 3.57283 3.14507 -0.64233
C 2.48664 2.30726 -0.87842
C 2.68150 0.93548 -1.01132
H 4.11503 -0.66831 -1.01113
H 6.05057 0.82518 -0.61316
H 5.70276 3.26522 -0.36746
H 3.42014 4.21362 -0.53328
H 1.48632 2.72299 -0.95812
H 1.83419 0.28177 -1.19312
C 2.78942 -4.97018 -5.63153
C 2.47547 -6.32361 -5.71082
C 2.12337 -7.02554 -4.56204
C 2.08928 -6.37471 -3.33217
C 2.41217 -5.02344 -3.25149
C 2.76068 -4.32050 -4.40084
H 3.05742 -4.42167 -6.52834
H 2.50446 -6.83178 -6.66927
H 1.87536 -8.07999 -4.62478
H 1.81229 -6.92107 -2.43673
H 2.39139 -4.51698 -2.29158
H 3.01012 -3.26635 -4.33804
*
```

Frontier orbital gap in eV: 6.97
Structure (SMILES): O=S(=O)(c1cnc2ccccc2n1)C(F)(F)C(F)(F)C(F)(F)F.c1ccccc1.c1ccccc1.c1ccccc1
E_HOMO in Ha: -0.330
E in eV: -67370.132
LUMO level in eV: -2.0126



Repeat the third record exactly.
A cluster of 4 separate species, C29H23F7N2O2S in total in a non-equilibrium geometry. Source: the OMol25 dataset; level of theory: ωB97M-V/def2-TZVPD.

Structure (ORCA input):
```
! RIJCOSX wB97M-V def2-TZVPD def2/J DEFGRID3
* xyz 0 1
O -0.54080 4.88991 0.24463
S -1.21063 3.52248 0.16818
O -0.46458 2.73670 -0.87659
C -1.01794 2.78296 1.86575
C -0.89762 1.23884 1.99787
N -0.76223 0.51165 3.21750
C -0.75781 1.43573 4.31950
C -0.65128 0.80722 5.77226
C -0.62902 1.63677 7.07223
C -0.71920 3.20593 6.93129
C -0.80979 3.85358 5.53418
C -0.83586 2.98101 4.21305
N -0.96587 3.68397 2.97009
C -2.99619 3.86624 -0.29233
F -3.03754 3.83493 -1.73233
F -3.40564 5.18914 0.08255
C -4.04621 2.75795 0.20960
F -3.45377 1.44995 0.18543
F -5.08492 2.71218 -0.79134
C -4.78323 3.09255 1.59669
F -3.94916 3.66021 2.58474
F -5.29699 1.87374 2.11790
F -5.82913 4.03685 1.33281
H -0.95028 0.62034 1.02498
H -0.58017 -0.34003 5.87626
H -0.56973 1.09061 8.08436
H -0.73518 3.83954 7.87637
H -0.88866 5.00021 5.46881
C -1.76054 -1.64354 -2.28953
C -0.98638 -2.79641 -2.37703
C -0.78379 -3.58680 -1.24954
C -1.35212 -3.22209 -0.03247
C -2.11891 -2.06409 0.05731
C -2.32461 -1.27553 -1.07117
H -1.92372 -1.03103 -3.16995
H -0.54074 -3.08004 -3.32522
H -0.18267 -4.48756 -1.31927
H -1.19636 -3.83947 0.84585
H -2.55758 -1.77601 1.00787
H -2.92374 -0.37487 -1.00192
C 3.96345 0.40153 -0.91127
C 5.05036 1.24052 -0.68438
C 4.85535 2.61173 -0.54774
C 3.57283 3.14507 -0.64233
C 2.48664 2.30726 -0.87842
C 2.68150 0.93548 -1.01132
H 4.11503 -0.66831 -1.01113
H 6.05057 0.82518 -0.61316
H 5.70276 3.26522 -0.36746
H 3.42014 4.21362 -0.53328
H 1.48632 2.72299 -0.95812
H 1.83419 0.28177 -1.19312
C 2.78942 -4.97018 -5.63153
C 2.47547 -6.32361 -5.71082
C 2.12337 -7.02554 -4.56204
C 2.08928 -6.37471 -3.33217
C 2.41217 -5.02344 -3.25149
C 2.76068 -4.32050 -4.40084
H 3.05742 -4.42167 -6.52834
H 2.50446 -6.83178 -6.66927
H 1.87536 -8.07999 -4.62478
H 1.81229 -6.92107 -2.43673
H 2.39139 -4.51698 -2.29158
H 3.01012 -3.26635 -4.33804
*
```

Frontier orbital gap in eV: 6.97
Structure (SMILES): O=S(=O)(c1cnc2ccccc2n1)C(F)(F)C(F)(F)C(F)(F)F.c1ccccc1.c1ccccc1.c1ccccc1
E_HOMO in Ha: -0.330
E in eV: -67370.132
LUMO level in eV: -2.0126